Molecular formula: C7H10N4O
Method: DFT, ωB97M-V/def2-TZVPD

Geometry as XYZ:
```
22
Properties=species:S:1:pos:R:3:nbo_charge:R:1
C 0.8982 1.7016 1.9196 0.84
C -2.1908 -2.4435 0.2416 -0.09
C -2.2430 -1.9614 1.5139 -0.12
C -0.6641 -0.8913 0.4683 0.47
C 2.3250 0.9874 -0.8629 -0.61
C -0.0560 1.0486 -1.8646 -0.65
C 0.9526 0.2298 -1.0912 -0.03
N -1.1539 -1.7404 -0.4171 -0.51
N 0.3159 1.3187 0.9366 -0.48
N -1.3712 -0.9033 1.5899 -0.52
N 0.4057 -0.1161 0.2647 -0.22
O 1.3336 2.3082 2.7864 -0.48
H -2.8602 -3.0986 -0.3214 0.22
H -2.7231 -2.3463 2.3364 0.21
H 2.3229 2.0269 -0.7993 0.22
H 2.7187 0.4841 -0.0229 0.21
H 2.9600 0.6614 -1.6046 0.21
H 0.5055 1.6701 -2.5623 0.21
H -0.6425 1.7293 -1.1508 0.23
H -0.8463 0.4801 -2.3832 0.24
H 1.1765 -0.7574 -1.4034 0.23
H -1.1634 -0.3878 2.4263 0.42
```

electronic energy: -566.9159 a.u.
energy above the lowest of the compared OMol25 structures with the same formula, charge and spin: 292.2 kJ/mol
LUMO level: 0.49 eV
E_HOMO: -8.06 eV
structure (SMILES): CC(C)N(N=C=O)c1ncc[nH]1



Molecular formula: C7H10N4S
Method: DFT, ωB97M-V/def2-TZVPD

Geometry as XYZ:
```
22
Properties=species:S:1:pos:R:3:nbo_charge:R:1
C 3.0110 -0.6819 -0.2986 -0.09
C 2.2976 1.3837 -0.1183 0.13
C 1.7660 -0.7266 0.2836 -0.08
C -0.1327 0.9400 0.3403 0.25
C -0.6144 -1.5052 -0.0069 -0.12
C -0.5059 2.3239 0.6739 -0.69
C -1.4844 -2.4336 -0.8059 -0.66
N 3.3670 0.6200 -0.4976 -0.43
N -1.0550 -0.1574 0.2620 -0.15
N 1.2206 0.5772 0.3369 -0.37
N -2.3915 0.1227 -0.0276 -0.66
S 0.8333 -2.0706 0.7982 0.32
H 3.6676 -1.4618 -0.3042 0.21
H 2.3087 2.4019 -0.3558 0.20
H -0.4098 3.0288 -0.1814 0.23
H 0.3094 2.7632 1.4061 0.23
H -1.4419 2.3468 1.2531 0.24
H -0.8787 -3.2671 -1.0381 0.23
H -1.8197 -2.0537 -1.7750 0.23
H -2.3247 -2.9433 -0.1492 0.20
H -2.5805 1.1001 -0.3454 0.39
H -3.1420 -0.3071 0.5498 0.39
```

electronic energy: -889.7861 a.u.
energy above the lowest of the compared OMol25 structures with the same formula, charge and spin: 255.1 kJ/mol
LUMO level (alpha / beta): 0.50 / 0.42 eV
E_HOMO (alpha / beta): -6.39 / -6.60 eV



Molecular formula: C7H10NOPS
Method: DFT, ωB97M-V/def2-TZVPD

Geometry as XYZ:
```
21
Properties=species:S:1:pos:R:3:nbo_charge:R:1
C 1.1007 3.0754 0.2941 -0.19
C 1.8563 2.1130 0.2667 0.03
C 2.5290 0.0089 1.2065 -0.28
C 2.6825 1.0117 0.1832 -0.25
C 2.9841 -1.2331 1.1770 -0.28
C -1.7778 -0.4231 0.4527 -0.44
C -1.2750 0.3130 -1.9155 -0.41
N -1.6533 0.6347 -0.5302 -0.78
O -1.8917 2.4111 1.3402 -1.05
P -1.7389 2.2616 -0.1130 1.43
S 3.9824 1.0386 -0.8064 0.08
H 0.5085 3.9255 0.1442 0.24
H 1.7760 0.2500 1.9575 0.22
H 3.6406 -1.5594 0.2957 0.22
H 2.7739 -1.9810 2.0189 0.22
H -1.5824 -0.1246 1.4816 0.24
H -2.8171 -1.0474 0.3569 0.20
H -0.8572 -1.0550 0.4125 0.20
H -0.2846 -0.0903 -2.0748 0.19
H -1.8203 -0.4751 -2.2871 0.20
H -1.2754 1.3457 -2.3368 0.21
```

electronic energy: -1142.1307 a.u.
energy above the lowest of the compared OMol25 structures with the same formula, charge and spin: 414.4 kJ/mol
LUMO level: -1.51 eV
E_HOMO: -8.98 eV
structure (SMILES): C#CC(=S)C=C.CN(C)P=O